No. 1
6
Properties=species:S:1:pos:R:3:mulliken_charge:R:1 method="wB97M-V/def2-TZVPD" spin_multiplicity=1 de_lowest_kcal_mol=33.76 homo_lumo_gap_ha=0.3446 homo_energy_ev=-9.96
O 1.116 1.179 0.879 -0.386
P 1.889 0.419 -0.072 0.409
S 1.496 -1.580 0.200 -0.227
H 2.329 -1.756 -0.978 0.206
Cl -3.753 1.353 -0.067 -0.212
H -3.077 0.384 0.038 0.211

---

No. 2
22
Properties=species:S:1:pos:R:3:lowdin_spin:R:1 method="wB97M-V/def2-TZVPD" spin_multiplicity=2 s2=0.7505 homo_lumo_gap_ha="0.1064 / 0.2806" homo_energy_ev="2.72 / -2.01" charge=-2
Mg -0.874 -1.453 -1.665 0.074
C -0.165 0.116 1.660 0.027
C -1.551 -0.171 1.202 0.001
C -2.483 0.897 1.833 0.001
O -1.682 -0.408 -0.179 0.002
H 0.494 -0.620 1.199 0.004
H 0.034 0.097 2.732 0.004
H 0.099 1.051 1.167 0.013
H -1.905 -1.048 1.744 0.000
H -3.547 0.661 1.830 0.000
H -2.420 1.878 1.363 0.001
H -2.232 1.083 2.877 0.000
Cl -1.448 -0.811 -3.763 0.003
Cl -0.847 -3.629 -1.451 0.003
C 1.957 0.022 -1.480 0.166
O 0.925 -0.705 -1.787 0.030
N 2.914 -0.441 -0.711 0.128
N 2.029 1.314 -1.804 0.085
H 3.588 0.163 -0.262 0.209
H 3.080 -1.426 -0.858 0.058
H 1.190 1.669 -2.240 0.014
H 2.843 1.760 -1.406 0.176

---

No. 3
20
Properties=species:S:1:pos:R:3:mulliken_charge:R:1 method="wB97M-V/def2-TZVPD" spin_multiplicity=1 de_lowest_kcal_mol=88.81 homo_lumo_gap_ha=0.3148 homo_energy_ev=-7.70
H -1.694 2.450 -0.136 0.345
N -2.032 1.585 0.306 -0.716
C -1.487 0.582 -0.278 0.565
C -0.225 0.652 -1.152 0.043
C 0.523 1.798 -1.284 -1.012
C -1.498 -0.816 0.251 -0.615
N 0.202 -0.845 0.414 0.055
C 0.672 -0.221 1.647 -1.103
C 1.198 -1.627 -0.294 -0.968
H -0.346 0.048 -2.050 0.268
H 0.754 2.418 -0.425 0.293
H 0.860 2.127 -2.259 0.247
H -2.005 -0.934 1.208 0.338
H -1.716 -1.565 -0.510 0.307
H 1.398 0.571 1.446 0.312
H -0.135 0.239 2.222 0.330
H 1.124 -0.973 2.301 0.371
H 0.743 -2.165 -1.130 0.274
H 1.668 -2.350 0.378 0.318
H 1.998 -0.974 -0.657 0.347

---

No. 4
102
Properties=species:S:1:pos:R:3:mulliken_charge:R:1 method="wB97M-V/def2-TZVPD" spin_multiplicity=1 de_lowest_kcal_mol=0.00 homo_lumo_gap_ha=0.3685 homo_energy_ev=-11.01
Cu 0.598 3.810 0.416 0.371
Cl -0.178 0.656 0.459 0.776
O -0.777 0.004 1.591 -0.554
O 1.063 1.251 0.894 -0.085
O 0.057 -0.358 -0.542 -0.286
O -1.042 1.714 -0.003 -0.603
C -4.192 -1.145 -2.142 -1.560
C -3.365 -0.679 -0.932 1.405
C -4.183 -0.057 0.177 0.164
C -4.904 1.158 -0.200 0.227
N -5.476 2.111 -0.491 -0.593
H -3.578 -1.560 -2.937 0.312
H -4.679 -0.238 -2.510 0.478
H -4.939 -1.868 -1.819 0.370
H -2.617 0.007 -1.334 -0.747
H -2.734 -1.461 -0.502 -0.069
H -3.546 0.249 1.014 -0.421
H -4.857 -0.768 0.661 0.536
C -2.706 2.718 5.165 -1.348
C -3.022 1.974 3.870 -0.381
C -2.732 2.742 2.565 0.993
C -1.482 3.480 2.570 0.461
N -0.519 4.109 2.572 -0.785
H -3.172 3.708 5.158 0.350
H -1.634 2.855 5.290 0.282
H -3.188 2.198 5.990 0.417
H -4.050 1.610 3.854 0.466
H -2.447 1.044 3.865 0.101
H -3.504 3.508 2.426 0.525
H -2.824 2.097 1.694 -0.856
C 3.050 2.163 -4.821 -1.528
C 2.097 0.980 -4.498 0.040
C 2.047 0.715 -2.996 0.772
C 1.706 1.896 -2.199 -0.022
N 1.470 2.813 -1.560 -0.429
H 3.089 2.980 -4.101 0.344
H 2.884 2.521 -5.834 0.387
H 4.080 1.791 -4.772 0.418
H 2.424 0.176 -5.151 0.595
H 1.118 1.327 -4.837 -0.279
H 2.969 0.271 -2.622 0.604
H 1.221 0.038 -2.743 -0.893
C -0.246 -4.902 1.020 -1.614
C 0.202 -3.451 0.896 0.661
C 1.051 -2.986 2.072 1.053
C 0.375 -3.034 3.374 0.048
N -0.148 -3.114 4.391 -0.615
H -0.891 -5.318 0.247 0.421
H -0.820 -5.080 1.932 0.405
H 0.652 -5.525 1.065 0.351
H -0.653 -2.786 0.749 -0.412
H 0.771 -3.308 -0.026 0.230
H 1.469 -1.989 1.932 -1.120
H 1.894 -3.677 2.174 0.627
C -0.432 -2.331 -3.115 0.130
C -0.281 -3.758 -3.671 -0.912
C -0.747 -4.851 -2.715 -0.177
C -2.127 -4.673 -2.229 0.311
N -3.202 -4.536 -1.852 -0.521
H -1.472 -2.058 -2.933 -0.239
H -0.099 -1.580 -3.839 0.268
H 0.214 -2.206 -2.245 -0.076
H 0.747 -3.863 -4.017 0.438
H -0.885 -3.801 -4.582 0.349
H -0.170 -4.877 -1.787 0.004
H -0.656 -5.839 -3.164 0.412
C 4.114 -1.053 1.618 -0.390
C 5.028 0.146 1.873 -0.681
C 4.451 1.343 1.106 1.052
C 5.227 2.575 1.308 -0.086
N 5.863 3.525 1.401 -0.491
H 4.028 -1.263 0.547 0.372
H 3.085 -0.944 1.968 -0.423
H 4.492 -1.987 2.042 0.424
H 6.028 -0.116 1.522 0.485
H 5.170 0.369 2.931 0.282
H 3.438 1.569 1.447 -0.583
H 4.356 1.112 0.045 0.146
C -2.238 1.264 -5.225 -1.453
C -1.949 1.597 -3.787 0.651
C -1.204 2.937 -3.591 0.550
C -1.961 4.074 -4.148 0.037
N -2.559 4.953 -4.579 -0.471
H -2.878 0.382 -5.300 0.392
H -1.318 1.002 -5.757 0.273
H -2.723 2.060 -5.790 0.389
H -1.297 0.862 -3.299 -0.369
H -2.843 1.550 -3.163 0.312
H -0.200 2.864 -4.002 -0.072
H -1.129 3.107 -2.516 -0.282
C 2.213 -0.822 5.548 -1.285
C 1.275 0.294 5.048 -0.310
C 1.965 1.319 4.145 1.769
C 3.226 1.819 4.691 -0.110
N 4.207 2.256 5.099 -0.549
H 1.606 -1.544 6.094 0.396
H 3.063 -0.503 6.146 0.444
H 2.585 -1.341 4.659 0.167
H 0.842 0.812 5.908 0.411
H 0.456 -0.186 4.512 0.048
H 1.287 2.147 3.938 0.053
H 2.221 0.824 3.204 -1.078

---

No. 5
15
Properties=species:S:1:pos:R:3:lowdin_spin:R:1 method="wB97M-V/def2-TZVPD" spin_multiplicity=3 de_lowest_kcal_mol=5.77 s2=2.0087 homo_lumo_gap_ha="0.2290 / 0.1869" homo_energy_ev="-9.30 / -13.73" charge=+1
C 0.450 -0.545 -0.667 0.108
C -0.577 -0.832 0.398 0.109
C -0.466 1.643 1.688 0.504
N -0.061 -0.387 -1.981 0.515
O 0.759 1.267 1.787 0.193
O -0.736 2.849 2.120 0.153
S -1.552 0.601 0.942 0.319
H 0.863 0.453 -0.308 0.035
H 1.154 -1.356 -0.602 0.000
H -1.389 -1.481 0.044 0.001
H -0.091 -1.299 1.275 0.024
H 0.072 -1.170 -2.637 0.015
H -1.053 -0.077 -2.010 0.018
H 1.464 1.979 2.157 0.003
H -1.638 3.242 1.978 0.003

---

No. 6
48
Properties=species:S:1:pos:R:3:lowdin_spin:R:1 method="wB97M-V/def2-TZVPD" spin_multiplicity=3 de_lowest_kcal_mol=21.81 s2=2.0066 homo_lumo_gap_ha="0.2084 / 0.2068" homo_energy_ev="-3.35 / -3.31" charge=-1
Pd 14.545 -14.402 -24.436 1.410
Br 12.203 -13.205 -24.613 0.066
C 17.719 -15.277 -21.394 0.007
C 16.632 -15.656 -22.428 0.010
O 16.650 -14.995 -23.644 0.135
H 18.711 -15.646 -21.663 0.000
H 17.427 -15.825 -20.491 0.001
H 17.772 -14.204 -21.194 0.000
H 15.661 -15.528 -21.929 0.003
H 16.870 -16.732 -22.513 -0.001
C 14.438 -14.344 -28.476 0.003
C 14.177 -15.255 -27.285 0.020
O 15.177 -15.306 -26.306 0.244
H 15.384 -14.570 -28.964 0.000
H 14.324 -13.302 -28.172 0.000
H 13.538 -14.559 -29.065 0.000
H 13.990 -16.270 -27.675 0.004
H 13.162 -14.999 -26.947 0.007
C 16.881 -9.221 -26.378 0.000
C 16.989 -10.144 -27.651 0.000
O 16.519 -11.408 -27.229 0.000
C 16.101 -11.370 -25.942 0.002
O 15.491 -12.215 -25.389 0.026
O 16.468 -10.190 -25.444 0.000
H 16.241 -8.363 -26.560 0.000
H 17.882 -9.004 -26.003 0.000
H 17.961 -10.249 -28.128 0.000
H 16.291 -9.776 -28.407 0.000
C 15.056 -9.308 -22.174 0.000
C 16.508 -9.655 -22.254 0.000
O 16.580 -11.075 -22.354 0.001
C 15.334 -11.553 -22.506 0.003
O 15.075 -12.711 -22.602 0.016
O 14.467 -10.554 -22.570 0.000
H 14.689 -8.495 -22.806 0.000
H 14.513 -9.070 -21.254 0.000
H 17.116 -9.347 -21.396 0.000
H 17.149 -9.328 -23.077 0.000
C 12.514 -18.441 -21.316 0.001
C 11.304 -17.509 -21.489 0.000
O 11.717 -16.633 -22.500 -0.001
C 12.969 -16.890 -22.874 0.006
O 13.600 -16.218 -23.624 0.037
O 13.381 -18.081 -22.392 0.001
H 12.393 -19.523 -21.342 0.000
H 13.005 -18.268 -20.354 0.000
H 10.998 -17.188 -20.493 0.000
H 10.451 -18.087 -21.856 0.000

---

No. 7
50
Properties=species:S:1:pos:R:3:lowdin_spin:R:1 method="wB97M-V/def2-TZVPD" spin_multiplicity=4 de_lowest_kcal_mol=183.58 s2=3.8947 homo_lumo_gap_ha="0.1705 / 0.1543" homo_energy_ev="-3.38 / -3.75" charge=-1
Tc -0.294 0.230 0.371 0.981
I -2.096 0.418 2.560 0.073
C -2.789 2.371 0.775 0.017
I -0.886 2.707 -0.026 0.003
H -3.006 3.266 1.364 0.001
H -3.471 2.334 -0.082 0.001
Se 5.236 1.235 -1.623 0.273
Sb 2.972 0.906 -2.361 0.293
Se 1.069 0.618 -1.111 0.264
Se -1.505 -0.586 -1.262 -0.101
Se 3.434 -0.307 -4.366 0.237
C -1.262 -0.658 4.101 0.271
C -0.187 -0.929 4.627 0.034
C 0.976 -1.352 5.231 0.293
C 1.724 -0.434 6.054 0.017
C 2.500 -0.938 7.106 0.054
C 3.217 -0.083 7.914 -0.005
C 3.207 1.283 7.675 0.061
C 2.438 1.800 6.644 -0.005
C 1.688 0.954 5.854 0.054
C 1.477 -2.675 4.914 0.020
C 2.844 -2.894 4.682 0.048
C 3.299 -4.144 4.316 -0.004
C 2.418 -5.210 4.200 0.051
C 1.063 -5.009 4.420 -0.004
C 0.597 -3.754 4.753 0.047
H 2.498 -2.003 7.298 0.001
H 3.794 -0.480 8.736 -0.002
H 3.791 1.948 8.294 0.004
H 2.434 2.864 6.450 -0.002
H 1.094 1.367 5.047 0.002
H 3.539 -2.071 4.763 0.001
H 4.351 -4.293 4.115 -0.001
H 2.788 -6.190 3.930 0.004
H 0.371 -5.838 4.336 -0.001
H -0.461 -3.599 4.933 0.001
C 3.114 -1.657 0.100 0.001
N 2.463 -2.787 0.715 0.002
C 1.208 -2.841 1.146 0.002
S 0.271 -1.507 1.664 0.010
N 0.641 -4.046 1.330 0.001
C -0.761 -4.252 1.587 0.001
H 2.723 -1.522 -0.932 0.001
H 4.190 -1.805 0.062 0.001
H 2.888 -0.723 0.638 0.000
H 2.863 -3.678 0.435 0.000
H 1.153 -4.852 0.996 0.000
H -1.102 -3.601 2.393 0.001
H -0.914 -5.280 1.898 0.000
H -1.367 -4.067 0.692 0.000

---

No. 8
67
Properties=species:S:1:pos:R:3:mulliken_charge:R:1 method="wB97M-V/def2-TZVPD" spin_multiplicity=1 de_lowest_kcal_mol=3.80 homo_lumo_gap_ha=0.2164 homo_energy_ev=-1.24 charge=-2
Pd 0.537 0.345 -0.745 -0.176
C -4.806 -2.825 1.383 -1.419
C -4.785 -2.546 -0.091 1.430
C -5.857 -2.925 -0.892 -0.762
C -5.844 -2.727 -2.264 -0.617
C -4.719 -2.156 -2.847 -0.762
C -3.630 -1.767 -2.081 1.063
C -2.412 -1.161 -2.715 -1.074
C -3.656 -1.934 -0.678 -0.301
N -2.518 -1.612 0.040 -0.531
C -2.583 -0.770 1.041 0.170
O -3.552 -0.091 1.463 -0.813
C -1.298 -0.656 1.851 0.279
C -1.434 -0.436 3.220 -0.580
C -0.304 -0.420 4.020 -0.583
C 0.934 -0.614 3.434 -0.440
C 0.995 -0.762 2.055 0.181
N -0.092 -0.773 1.280 -0.193
C 2.350 -0.923 1.399 0.085
O 3.290 -1.314 2.122 -0.813
N 2.381 -0.612 0.118 0.310
C 3.580 -0.801 -0.571 -0.318
C 4.275 0.321 -1.050 1.414
C 3.749 1.695 -0.752 -1.029
C 5.435 0.141 -1.794 -0.925
C 5.921 -1.130 -2.071 -0.662
C 5.228 -2.234 -1.594 -0.834
C 4.066 -2.089 -0.847 1.051
C 3.315 -3.287 -0.344 -1.359
H -5.622 -3.507 1.638 0.432
H -4.910 -1.895 1.945 0.214
H -3.858 -3.271 1.697 0.290
H -6.718 -3.394 -0.423 0.283
H -6.689 -3.031 -2.873 0.348
H -4.680 -2.010 -3.922 0.326
H -2.382 -1.359 -3.789 0.402
H -1.506 -1.531 -2.235 0.199
H -2.390 -0.076 -2.573 0.052
H -2.431 -0.285 3.611 0.479
H -0.390 -0.268 5.091 0.381
H 1.859 -0.647 3.992 0.496
H 3.647 1.855 0.325 0.239
H 2.741 1.815 -1.167 0.028
H 4.406 2.464 -1.165 0.355
H 5.965 1.016 -2.159 0.320
H 6.826 -1.258 -2.655 0.363
H 5.592 -3.235 -1.807 0.306
H 3.700 -4.203 -0.796 0.431
H 2.251 -3.196 -0.573 0.217
H 3.400 -3.357 0.743 0.227
C -2.022 2.331 -0.389 -0.830
S -0.407 2.221 -1.193 1.084
O -0.580 2.993 -2.463 -0.881
C 0.396 3.403 -0.071 -0.020
C 0.719 4.661 -0.548 -0.701
C 1.366 5.568 0.285 -0.497
C 1.681 5.215 1.589 -0.447
C 1.355 3.946 2.060 -0.695
C 0.721 3.036 1.231 0.341
H -2.382 3.359 -0.460 0.379
H -1.929 2.006 0.644 0.200
H -2.693 1.643 -0.900 0.256
H 0.464 4.899 -1.574 0.435
H 1.631 6.550 -0.090 0.358
H 2.192 5.920 2.236 0.359
H 1.610 3.657 3.073 0.412
H 0.500 2.031 1.577 0.068